No. 1
C14H11N5OS | ωB97M-V/def2-TZVPD

Geometry (Å):
S1 -2.6709 -3.9098 -0.1007
C1 -2.9724 -2.2940 -0.0872
N1 -4.2074 -1.7387 -0.2079
N2 -4.1781 -0.3990 -0.1870
C2 -2.9277 -0.0670 -0.0620
C3 -2.4772 1.3108 0.0119
C4 -3.3352 2.3189 -0.4360
C5 -2.9080 3.6322 -0.3550
N3 -1.7268 3.9876 0.1234
C6 -0.9203 3.0340 0.5540
C7 -1.2383 1.6850 0.5300
N4 -2.1255 -1.1994 0.0068
N5 -0.7903 -1.1041 0.0365
C8 -0.0205 -2.1063 0.2687
C9 1.3989 -1.9337 0.2564
C10 2.0103 -0.7796 -0.0894
C11 3.4197 -0.5721 -0.1094
C12 4.4918 -1.3928 0.1842
C13 5.6507 -0.6232 -0.0227
C14 5.2164 0.6078 -0.4252
O1 3.8827 0.6486 -0.4803
H1 -5.0740 -2.2460 -0.2888
H2 -4.3029 2.0610 -0.8334
H3 -3.5389 4.4444 -0.6911
H4 0.0326 3.3692 0.9424
H5 -0.5489 0.9462 0.9028
H6 -0.3937 -3.1022 0.4867
H7 1.9829 -2.7977 0.5351
H8 1.4083 0.0682 -0.3852
H9 4.4475 -2.4131 0.5043
H10 6.6665 -0.9354 0.1077
H11 5.7486 1.5003 -0.6899

Computed properties:
- E_LUMO: -0.729 eV
- Energy above the lowest of the compared OMol25 structures with the same formula, charge and spin: 200.8 kJ/mol
- Structure (SMILES): S=c1[nH]nc(-c2ccncc2)n1/N=C/C=C/c1ccco1
- Maximum force: 1.700 eV/A
- Kohn-Sham gap: 0.26498 Ha



No. 2
C22H40IrN2O3P2SSe2 | ωB97M-V/def2-TZVPD

Geometry (Å):
Ir1 -2.6979 0.1322 -0.1171
C1 -1.3093 1.9905 2.7674
P1 -2.4769 0.6543 2.1919
C2 -4.0993 0.8262 2.9865
C3 -1.8400 -0.8471 3.0036
C4 -2.4868 -2.0983 2.3469
P2 -2.3278 -1.9667 0.5519
C5 -3.3929 -3.3838 -0.0449
C6 -0.6293 -2.5365 0.3169
H1 -1.6355 2.2692 3.7612
H2 -1.2905 2.8670 2.1573
H3 -0.3010 1.6360 2.6556
H4 -3.9434 0.9957 4.0647
H5 -4.7148 -0.0588 2.7694
H6 -4.6217 1.6982 2.6175
H7 -1.9805 -0.8403 4.0560
H8 -0.7523 -0.8431 2.7871
H9 -3.4898 -2.1477 2.6909
H10 -1.9915 -2.9868 2.7185
H11 -3.2821 -4.3235 0.4809
H12 -3.1637 -3.6466 -1.1039
H13 -4.4114 -3.1388 0.0130
H14 -0.4990 -3.5607 0.7428
H15 0.0518 -1.8567 0.8361
H16 -0.2048 -2.5667 -0.6857
O1 -4.0747 -2.0939 -5.6755
C7 -4.6372 -2.2275 -4.3717
C8 -4.2124 -0.9386 -3.5689
C9 -4.4146 0.2611 -4.4819
O2 -4.3308 1.5101 -3.8251
C10 -2.6969 -1.1230 -3.2404
Se1 -1.8447 0.4058 -2.2963
C11 -5.2446 -0.8297 -2.3629
Se2 -4.9110 0.5303 -1.1198
H17 -4.1604 -2.8715 -6.2254
H18 -4.2924 -3.1400 -3.8855
H19 -5.7318 -2.2994 -4.2925
H20 -5.3726 0.1177 -5.0010
H21 -3.6391 0.2258 -5.1609
H22 -4.4275 2.1954 -4.4838
H23 -2.1503 -1.2944 -4.2056
H24 -2.5714 -1.9844 -2.5473
H25 -5.1458 -1.7463 -1.7522
H26 -6.2051 -0.6994 -2.7839
C12 6.1189 1.8163 -1.1087
C13 5.3589 2.7897 -2.0290
C14 3.9129 3.0725 -1.5464
N1 2.9911 1.8463 -1.5316
C15 2.5651 1.2462 -0.4067
S1 1.0637 0.5814 -0.2545
N2 3.5052 1.1642 0.6108
C16 3.2265 1.1352 1.9845
O3 2.1802 1.4321 2.4794
C17 4.4317 0.7683 2.7674
C18 4.6279 1.3185 4.0101
C19 5.7191 1.0299 4.8061
C20 6.5931 0.0151 4.4202
C21 6.3416 -0.6073 3.2171
C22 5.3582 -0.1785 2.3413
H27 7.2054 1.8431 -1.3203
H28 5.6486 0.8444 -1.2385
H29 5.9988 2.1176 -0.0915
H30 5.3143 2.4060 -3.0238
H31 5.9112 3.7807 -2.1109
H32 3.4266 3.6813 -2.2877
H33 3.8580 3.4773 -0.4920
H34 2.3010 1.8383 -2.3056
H35 4.4430 1.0783 0.3563
H36 3.8905 2.0209 4.3669
H37 5.8377 1.5707 5.7277
H38 7.3930 -0.3282 5.0964
H39 7.0709 -1.3304 2.8727
H40 5.2608 -0.6955 1.4068

Computed properties:
- E_LUMO (spin up / spin down): -1.763 / -4.277 eV
- Spin multiplicity: 5
- <S²>: 6.02
- Maximum force: 3.123 eV/A
- Kohn-Sham gap (spin up / spin down): 0.26043 / 0.22807 Ha
- Charge: +1



No. 3
C18H19AsAuBF4NS | ωB97M-V/def2-TZVPD

Geometry (Å):
Au1 1.4874 1.0229 -0.6066
S1 5.7713 1.1012 0.4629
C1 5.6578 1.5931 -1.1663
C2 4.3704 1.6918 -1.6233
C3 3.4688 1.3529 -0.6005
C4 4.0655 0.9996 0.5815
C5 3.2078 0.7201 1.7002
C6 3.5585 0.5717 3.0373
C7 2.5693 0.5091 3.9946
C8 1.2317 0.6247 3.6236
C9 0.9268 0.7379 2.2899
N1 1.8905 0.7239 1.3528
H1 6.5614 1.7895 -1.7222
H2 4.1026 2.0075 -2.6193
H3 4.6054 0.5533 3.3057
H4 2.8331 0.4030 5.0383
H5 0.4381 0.6253 4.3556
H6 -0.0878 0.8439 1.9384
F1 1.2322 1.5970 -2.5406
B1 0.7762 3.1550 -2.5076
F2 0.5861 3.4967 -3.7865
F3 1.8157 3.7497 -1.8379
F4 -0.3769 3.0886 -1.7434
C10 -2.3758 1.2359 -0.3893
As1 -0.8406 0.1095 -0.6909
C11 -1.0965 -0.6020 -2.4659
C12 -1.1117 -1.4464 0.4661
C13 -2.4328 -2.1228 0.2427
C14 -3.5565 -1.7356 0.9689
C15 -4.7855 -2.3354 0.7415
C16 -4.9052 -3.3318 -0.2175
C17 -3.7899 -3.7305 -0.9392
C18 -2.5610 -3.1292 -0.7109
H7 -3.2716 0.6184 -0.4192
H8 -2.4074 1.9952 -1.1677
H9 -2.2990 1.7365 0.5747
H10 -2.0840 -1.0525 -2.5459
H11 -0.3363 -1.3582 -2.6574
H12 -0.9946 0.2022 -3.1919
H13 -1.0210 -1.1156 1.5017
H14 -0.2783 -2.1226 0.2662
H15 -3.4677 -0.9671 1.7293
H16 -5.6486 -2.0299 1.3176
H17 -5.8633 -3.8015 -0.3935
H18 -3.8732 -4.5167 -1.6778
H19 -1.6911 -3.4581 -1.2683

Computed properties:
- E_LUMO: -4.540 eV
- Energy above the lowest of the compared OMol25 structures with the same formula, charge and spin: 93.5 kJ/mol
- Maximum force: 0.594 eV/A
- Kohn-Sham gap: 0.27111 Ha
- Charge: +1



No. 4
C4H6FNO2 | ωB97M-V/def2-TZVPD

Geometry (Å):
O1 0.6898 -1.3976 -2.7230
N1 0.5694 -0.2047 -2.5584
O2 1.3652 0.6051 -2.9881
C1 -0.4975 0.2764 -1.5591
C2 -1.2294 -0.7755 -0.7820
C3 -0.9341 -0.0568 0.6100
C4 0.2088 0.7615 -0.1129
F1 0.0386 2.1036 0.0462
H1 -1.2255 1.0577 -1.8437
H2 -0.7207 -1.7774 -0.7889
H3 -2.3620 -0.7632 -0.8659
H4 -1.7063 0.5458 0.9315
H5 -0.5850 -0.6233 1.4218
H6 1.2304 0.4657 0.0788

Computed properties:
- E_LUMO: 0.246 eV
- Energy above the lowest of the compared OMol25 structures with the same formula, charge and spin: 436.2 kJ/mol
- Structure (SMILES): O=[N+]([O-])[C@H]1CC[C@@H]1F
- Maximum force: 4.005 eV/A
- Kohn-Sham gap: 0.41460 Ha



No. 5
C6H6O | ωB97M-V/def2-TZVPD

Geometry (Å):
O1 -1.7559 -0.7323 -1.5284
C1 -0.7766 -0.1700 -0.7963
C2 0.5559 -0.5155 -0.9599
C3 1.5603 -0.3784 0.0678
C4 1.1383 0.2599 1.1836
C5 -0.2085 0.6847 1.2778
C6 -1.2004 0.2940 0.4482
H1 -1.9347 -0.2802 -2.3405
H2 0.9126 -1.1288 -1.7913
H3 2.6319 -0.5535 -0.1871
H4 1.9111 0.5146 1.9525
H5 -0.5340 1.3478 2.1824
H6 -2.3000 0.6576 0.4913

Computed properties:
- E_LUMO: 0.913 eV
- Energy above the lowest of the compared OMol25 structures with the same formula, charge and spin: 102.2 kJ/mol
- Structure (SMILES): Oc1ccccc1
- Maximum force: 4.386 eV/A
- Kohn-Sham gap: 0.36171 Ha



No. 6
C4H6NaO7 | ωB97M-V/def2-TZVPD

Geometry (Å):
O1 -0.6073 -0.3847 -1.3761
C1 -1.7647 -0.3122 -0.6698
C2 -1.7510 0.8367 0.3422
O2 -2.4683 1.9149 -0.3143
C3 -3.1164 1.4399 -1.3109
O3 -2.8822 0.2326 -1.6306
O4 -3.8101 2.2414 -2.0160
H1 -0.5889 -1.1669 -1.9423
H2 -2.2064 -1.2761 -0.4070
H3 -0.7398 1.1953 0.5453
H4 -2.2883 0.5934 1.2608
H5 -4.1316 1.8403 -2.8398
O5 1.8254 -1.5175 0.7474
C4 1.0661 -1.8897 1.7817
O6 -0.1961 -1.8201 1.6949
O7 1.6552 -2.3129 2.8002
Na1 -0.3079 -3.1606 3.7855
H6 1.2758 -1.0190 0.1195

Computed properties:
- E_LUMO: -3.371 eV
- Energy above the lowest of the compared OMol25 structures with the same formula, charge and spin: 64.5 kJ/mol
- Maximum force: 1.966 eV/A
- Kohn-Sham gap: 0.31023 Ha
- Charge: +1